No. 1
Here is a structure of composition C49H51N7O7Re from OMol25. Energies are from ωB97M-V/def2-TZVPD.

Structure (ORCA input):
```
! RIJCOSX wB97M-V def2-TZVPD def2/J DEFGRID3
* xyz -2 4
Re 0.107 0.185 0.232
C -2.029 4.735 -3.858
C -2.880 4.214 -2.698
C -2.470 2.864 -2.199
C -3.043 1.650 -2.490
C -4.169 1.374 -3.429
C -5.505 1.426 -2.686
C -2.412 0.684 -1.643
C -2.749 -0.677 -1.596
C -2.292 -1.587 -0.670
C -2.678 -2.980 -0.613
C -3.482 -3.671 -1.666
C -2.641 -3.907 -2.923
C -2.106 -3.501 0.506
C -1.358 -2.432 1.134
C -0.651 -2.556 2.311
C 0.130 -1.557 2.913
N 0.280 -0.294 2.421
C 1.102 0.382 3.273
C 1.583 1.685 3.077
C 1.374 2.492 1.978
N 0.637 2.176 0.865
C 0.425 3.350 0.184
C -0.539 3.549 -0.776
C -1.450 2.596 -1.232
N -1.472 1.283 -0.864
C 1.178 4.411 0.807
C 1.766 3.879 1.915
C 2.529 4.599 2.980
C 1.556 5.132 4.037
C 1.239 5.825 0.325
C 2.152 5.968 -0.895
C 1.437 -0.453 4.376
C 0.868 -1.687 4.123
C 1.045 -2.953 4.899
C -0.144 -3.247 5.813
C 2.260 -0.045 5.557
C 3.754 -0.010 5.230
N -1.476 -1.294 0.385
C -2.100 -4.926 0.958
C -0.809 -5.611 0.503
H -2.391 5.711 -4.190
H -2.057 4.040 -4.695
H -0.989 4.829 -3.555
H -3.924 4.160 -3.024
H -2.834 4.927 -1.865
H -4.040 0.387 -3.878
H -4.162 2.113 -4.232
H -5.507 0.697 -1.877
H -6.338 1.220 -3.358
H -5.644 2.413 -2.248
H -3.443 -1.032 -2.345
H -4.364 -3.071 -1.919
H -3.839 -4.632 -1.286
H -2.260 -2.964 -3.305
H -3.228 -4.389 -3.704
H -1.784 -4.533 -2.687
H -0.674 -3.515 2.806
H 2.163 2.104 3.886
H -0.630 4.539 -1.195
H 3.094 5.429 2.550
H 3.245 3.925 3.454
H 0.830 5.798 3.573
H 2.073 5.678 4.827
H 1.009 4.300 4.477
H 1.609 6.473 1.125
H 0.234 6.167 0.065
H 3.177 5.718 -0.624
H 2.132 6.991 -1.278
H 1.835 5.288 -1.682
H 1.960 -2.895 5.495
H 1.175 -3.774 4.191
H -0.273 -2.435 6.525
H 0.004 -4.176 6.363
H -1.053 -3.327 5.223
H 2.090 -0.742 6.383
H 1.937 0.944 5.899
H 4.082 -0.996 4.912
H 4.340 0.307 6.094
H 3.938 0.680 4.412
H -2.963 -5.450 0.535
H -2.180 -4.977 2.048
H -0.703 -5.519 -0.573
H -0.807 -6.669 0.770
H 0.050 -5.122 0.952
O 1.745 -3.485 -2.332
C 0.991 -2.518 -2.203
O 0.322 -2.203 -1.200
C 0.747 -1.652 -3.455
C 0.703 -2.290 -4.654
C 0.355 -1.615 -5.848
C 0.073 -0.255 -5.779
C 0.170 0.428 -4.579
C 0.506 -0.226 -3.314
O 0.568 0.417 -2.254
N -0.095 1.808 -4.616
O 0.410 2.555 -3.790
O -0.825 2.231 -5.525
N 0.299 -2.300 -7.063
O 0.522 -3.516 -7.077
O 0.027 -1.675 -8.098
H 0.947 -3.345 -4.695
H -0.210 0.290 -6.670
N 1.728 -0.618 0.422
C 2.572 -1.445 0.979
C 2.257 -2.833 1.035
C 3.082 -3.711 1.687
C 4.258 -3.286 2.298
C 4.589 -1.940 2.236
C 3.782 -1.034 1.588
H 1.368 -3.147 0.513
H 2.807 -4.757 1.724
H 4.911 -3.994 2.793
H 5.494 -1.590 2.716
H 4.037 0.015 1.551
*
```

Computed properties:
Molecular weight ... 1036.2 g/mol
E_tot ... -2886.00916 hartree
Energy above the lowest of the compared OMol25 structures with the same formula, charge and spin ... 13.5 kJ/mol

=====

No. 2
Here is a structure of composition C49H53BN7O12TeZr from OMol25. Energies are from ωB97M-V/def2-TZVPD.

Structure (ORCA input):
```
! RIJCOSX wB97M-V def2-TZVPD def2/J DEFGRID3
* xyz -2 2
Zr -1.127 1.004 -0.511
O -4.994 4.297 3.027
C -4.192 3.389 2.396
C -4.685 2.353 1.662
C -3.773 1.428 1.081
N -2.419 1.650 1.194
C -1.971 2.716 1.880
C -2.795 3.582 2.545
C -0.464 2.891 1.806
O 0.127 3.556 2.637
O 0.060 2.265 0.800
C -4.214 0.254 0.426
O -5.343 -0.042 0.071
O -3.152 -0.725 0.276
H -5.906 4.120 2.775
H -5.749 2.183 1.542
H -2.389 4.413 3.101
O -3.384 6.255 -5.120
C -4.194 5.623 -4.416
O -5.435 5.715 -4.329
C -3.559 4.552 -3.491
C -4.342 3.803 -2.626
C -3.752 2.877 -1.786
N -2.434 2.652 -1.762
C -1.680 3.320 -2.657
C -2.196 4.278 -3.508
C -0.234 2.891 -2.771
O 0.512 3.387 -3.586
O 0.089 1.916 -1.964
H -5.412 3.959 -2.625
H -4.357 2.295 -1.106
H -1.546 4.799 -4.196
C -0.671 -0.569 3.678
N 0.087 -1.260 4.738
C 1.290 -0.462 5.012
N 2.128 -0.276 3.828
C 1.314 0.390 2.798
N 0.112 -0.392 2.464
C 0.547 -1.713 1.992
N 1.349 -2.425 3.003
C 0.536 -2.553 4.210
C 2.513 -1.593 3.323
H -0.982 0.410 4.051
H -1.567 -1.143 3.439
H 1.875 -0.969 5.785
H 0.985 0.518 5.385
H 1.907 0.533 1.895
H 1.017 1.370 3.171
H 1.125 -1.584 1.081
H -0.331 -2.312 1.742
H 1.119 -3.063 4.983
H -0.339 -3.162 3.975
H 3.116 -1.461 2.421
H 3.117 -2.103 4.080
C -4.666 -4.616 0.751
C -3.653 -3.952 1.679
C -2.696 -5.001 2.219
O -2.911 -3.032 0.867
B -3.370 -1.763 1.142
O -4.126 -1.702 2.287
C -4.322 -3.040 2.787
C -3.664 -3.130 4.156
C -5.822 -3.242 2.945
H -4.121 -5.093 -0.063
H -5.340 -3.879 0.314
H -5.256 -5.375 1.269
H -2.304 -5.589 1.388
H -3.203 -5.677 2.911
H -1.852 -4.544 2.731
H -2.587 -2.994 4.108
H -3.868 -4.094 4.627
H -4.069 -2.340 4.789
H -6.352 -2.940 2.044
H -6.181 -2.619 3.766
H -6.061 -4.283 3.173
C 5.673 4.798 -4.754
C 4.993 3.774 -3.884
C 4.209 4.157 -2.809
C 3.565 3.226 -1.997
C 2.748 3.723 -0.835
C 3.719 1.865 -2.283
Te 2.662 0.427 -1.147
N -0.273 -0.870 -0.714
C -0.866 -0.985 -1.860
O -1.810 -0.129 -2.215
C -0.491 -2.020 -2.876
C 0.424 -3.010 -2.536
C 0.821 -3.947 -3.477
C 0.301 -3.898 -4.766
C -0.614 -2.911 -5.107
C -1.010 -1.972 -4.164
C 4.417 -0.269 -0.168
C 5.314 0.657 0.363
C 6.440 0.249 1.060
C 6.677 -1.106 1.249
C 5.788 -2.033 0.730
C 4.653 -1.638 0.018
C 3.714 -2.692 -0.507
C 4.506 1.453 -3.369
C 4.712 0.002 -3.711
C 5.137 2.418 -4.145
H 5.341 5.806 -4.503
H 5.453 4.624 -5.809
H 6.759 4.761 -4.634
H 4.068 5.213 -2.603
H 2.619 4.804 -0.899
H 3.234 3.493 0.118
H 1.765 3.260 -0.793
H 0.810 -3.016 -1.524
H 1.544 -4.709 -3.212
H 0.613 -4.627 -5.505
H -1.015 -2.867 -6.112
H -1.713 -1.186 -4.407
H 5.125 1.716 0.225
H 7.123 0.987 1.463
H 7.548 -1.439 1.802
H 5.971 -3.093 0.872
H 4.217 -3.657 -0.581
H 3.320 -2.419 -1.488
H 2.851 -2.817 0.155
H 3.768 -0.543 -3.723
H 5.351 -0.488 -2.969
H 5.185 -0.096 -4.690
H 5.744 2.098 -4.988
*
```

Computed properties:
Molecular weight ... 1161.6 g/mol
E_tot ... -3525.61101 hartree
Energy above the lowest of the compared OMol25 structures with the same formula, charge and spin ... 0.0 kJ/mol

=====

No. 3
Here is a cluster of 5 separate species, C49H53BrClN6O11PS in total from OMol25. Energies are from ωB97M-V/def2-TZVPD.

Structure (ORCA input):
```
! RIJCOSX wB97M-V def2-TZVPD def2/J DEFGRID3
* xyz 0 1
C -4.994 -0.029 -4.108
C -3.712 -0.306 -3.342
O -2.715 0.638 -3.707
C -1.436 0.073 -3.965
C -0.680 1.002 -4.880
C 0.687 0.471 -5.320
C 1.551 -0.059 -4.173
C 2.125 1.060 -3.270
C 2.047 0.661 -1.812
C 3.011 -0.228 -1.336
C 3.028 -0.650 -0.010
C 2.065 -0.209 0.877
C 1.091 0.666 0.398
C 1.058 1.119 -0.921
C -0.013 2.071 -1.380
C -1.327 1.981 -0.607
C -1.384 2.633 0.745
N -0.605 3.773 1.005
O -2.114 2.217 1.592
N 1.992 -0.568 2.239
C 2.708 -1.673 2.746
C 2.318 -2.191 3.986
C 1.139 -1.641 4.753
C -0.070 -2.585 4.689
C -0.811 -2.551 3.373
Cl -0.073 -3.567 2.103
C 3.011 -3.269 4.543
C 4.092 -3.851 3.887
P 5.008 -5.254 4.594
O 4.533 -5.107 6.149
Br 7.065 -4.338 4.616
C 4.457 -3.360 2.638
C 3.773 -2.282 2.076
S 4.332 -1.736 0.481
H -5.582 -0.929 -4.262
H -5.621 0.652 -3.557
H -4.775 0.414 -5.073
H -3.921 -0.186 -2.277
H -3.373 -1.329 -3.489
H -1.524 -0.913 -4.423
H -0.924 -0.047 -3.007
H -1.298 1.133 -5.767
H -0.597 1.987 -4.430
H 1.237 1.265 -5.809
H 0.548 -0.332 -6.041
H 2.398 -0.581 -4.613
H 1.032 -0.787 -3.562
H 3.175 1.211 -3.493
H 1.608 1.993 -3.448
H 3.771 -0.573 -2.020
H 0.320 0.982 1.085
H -0.238 1.909 -2.419
H 0.396 3.081 -1.336
H -2.086 2.477 -1.212
H -1.628 0.945 -0.525
H -0.038 4.040 0.210
H 0.028 3.570 1.770
H 2.018 0.230 2.854
H 1.428 -1.489 5.788
H 0.842 -0.676 4.366
H 0.292 -3.581 4.932
H -0.756 -2.310 5.479
H -0.880 -1.535 3.006
H -1.815 -2.930 3.513
H 2.715 -3.671 5.498
H 4.586 -4.176 6.417
H 5.287 -3.786 2.094
C -2.385 -6.030 9.695
C -3.378 -6.284 8.758
C -3.697 -5.328 7.808
C -3.009 -4.130 7.814
C -2.020 -3.855 8.741
C -1.710 -4.817 9.688
N -3.330 -3.119 6.794
O -4.210 -3.377 6.000
O -2.685 -2.088 6.800
H -2.135 -6.781 10.432
H -3.903 -7.229 8.765
H -4.467 -5.515 7.074
H -1.501 -2.909 8.725
H -0.939 -4.620 10.419
C -4.221 6.058 -1.875
C -4.069 5.047 -0.934
C -4.829 3.892 -1.025
C -5.735 3.776 -2.062
C -5.906 4.771 -3.006
C -5.140 5.920 -2.907
N -6.540 2.549 -2.169
O -6.379 1.696 -1.321
O -7.316 2.460 -3.100
H -3.623 6.957 -1.801
H -3.359 5.159 -0.126
H -4.719 3.102 -0.296
H -6.624 4.654 -3.804
H -5.260 6.710 -3.636
C -2.282 0.340 -11.202
C -2.111 0.244 -9.828
C -0.889 0.563 -9.257
C 0.142 0.976 -10.080
C -0.006 1.074 -11.450
C -1.231 0.751 -12.012
N 1.435 1.331 -9.474
O 1.536 1.213 -8.268
O 2.318 1.721 -10.209
H -3.238 0.094 -11.645
H -2.929 -0.077 -9.199
H -0.745 0.491 -8.189
H 0.817 1.397 -12.070
H -1.366 0.823 -13.082
C 6.166 2.912 2.953
C 6.826 3.120 4.159
C 6.691 2.208 5.197
C 5.890 1.100 5.001
C 5.215 0.880 3.815
C 5.361 1.794 2.786
N 5.741 0.097 6.074
O 6.298 0.301 7.131
O 5.067 -0.883 5.820
H 6.284 3.620 2.143
H 7.453 3.990 4.291
H 7.203 2.359 6.135
H 4.590 0.009 3.686
H 4.842 1.628 1.850
*
```

Computed properties:
Molecular weight ... 1080.4 g/mol
E_tot ... -6828.63213 hartree
Energy above the lowest of the compared OMol25 structures with the same formula, charge and spin ... 0.0 kJ/mol

=====

No. 4
Here is a structure of composition C49H57BiGeN5O2SeSi from OMol25. Energies are from ωB97M-V/def2-TZVPD.

Structure (ORCA input):
```
! RIJCOSX wB97M-V def2-TZVPD def2/J DEFGRID3
* xyz -2 2
Bi -1.626 -1.009 0.172
C -4.419 1.248 3.143
C -3.647 0.267 2.547
N -3.362 0.281 1.249
C -3.834 1.266 0.465
C -4.602 2.339 0.992
C -4.886 2.301 2.376
C -5.039 3.347 0.122
C -4.664 3.320 -1.210
C -3.944 2.263 -1.736
C -3.592 1.168 -0.934
N -3.012 0.012 -1.354
C -3.211 -0.580 -2.552
C -4.155 -0.184 -3.520
C -4.285 -0.857 -4.717
C -3.489 -1.944 -5.028
C -2.601 -2.439 -4.067
C -1.803 -3.589 -4.269
C -1.047 -4.091 -3.224
C -1.080 -3.450 -2.000
N -1.755 -2.318 -1.815
C -2.495 -1.786 -2.807
H -4.638 1.183 4.199
H -3.266 -0.576 3.099
H -5.481 3.086 2.822
H -5.645 4.154 0.511
H -4.944 4.142 -1.858
H -3.623 2.291 -2.767
H -4.823 0.636 -3.310
H -5.031 -0.524 -5.429
H -3.576 -2.449 -5.982
H -1.815 -4.079 -5.234
H -0.436 -4.974 -3.354
H -0.571 -3.838 -1.130
N 0.401 -2.782 1.284
N -0.279 -4.017 1.281
C -1.686 -4.085 1.570
O -2.055 -5.171 2.003
O -2.395 -3.080 1.317
H 1.192 -2.821 0.648
H 0.712 -2.513 2.219
H 0.203 -4.782 1.752
C 1.020 -1.270 -4.403
C 2.158 -1.174 -3.391
C 3.481 -1.360 -4.134
C 1.974 -2.345 -2.427
Si 2.038 0.540 -2.434
C 1.761 2.041 -3.698
C 1.902 3.341 -2.911
C 0.327 2.032 -4.225
C 2.724 2.065 -4.886
C 3.665 0.804 -1.329
C 4.889 1.279 -2.119
C 4.012 -0.507 -0.626
C 3.379 1.809 -0.216
H 0.977 -2.275 -4.828
H 1.154 -0.569 -5.222
H 0.070 -1.072 -3.917
H 3.458 -2.292 -4.703
H 4.316 -1.410 -3.442
H 3.666 -0.545 -4.827
H 1.779 -3.260 -2.989
H 1.122 -2.166 -1.779
H 2.852 -2.511 -1.812
H 1.270 3.277 -2.028
H 1.572 4.187 -3.515
H 2.929 3.521 -2.606
H -0.362 1.970 -3.388
H 0.130 1.200 -4.891
H 0.129 2.957 -4.770
H 3.760 2.012 -4.564
H 2.585 2.990 -5.448
H 2.533 1.234 -5.559
H 5.111 0.620 -2.954
H 5.762 1.307 -1.463
H 4.728 2.281 -2.506
H 4.446 -1.234 -1.307
H 3.117 -0.923 -0.175
H 4.730 -0.323 0.171
H 3.148 2.793 -0.606
H 4.237 1.892 0.452
H 2.531 1.477 0.374
Se 0.182 0.669 -1.031
C -0.258 -3.339 6.292
C 0.919 -2.663 6.022
C 0.961 -1.724 5.006
C -0.148 -1.433 4.217
C -1.303 -2.164 4.484
C -1.372 -3.091 5.507
Ge -0.180 -0.029 2.708
C 1.749 0.562 3.130
C 2.109 1.733 3.785
C 3.434 2.072 4.000
C 4.450 1.236 3.570
C 4.120 0.060 2.917
C 2.792 -0.254 2.699
C -1.036 1.433 3.832
C -1.240 2.673 3.236
C -1.816 3.723 3.923
C -2.220 3.548 5.235
C -2.054 2.313 5.839
C -1.465 1.274 5.141
H -0.299 -4.069 7.092
H 1.809 -2.869 6.609
H 1.888 -1.197 4.820
H -2.173 -2.020 3.859
H -2.291 -3.636 5.687
H 1.330 2.393 4.145
H 3.686 2.990 4.521
H 5.488 1.500 3.739
H 4.902 -0.607 2.572
H 2.546 -1.164 2.166
H -0.936 2.806 2.205
H -1.956 4.680 3.434
H -2.671 4.368 5.782
H -2.383 2.163 6.862
H -1.336 0.312 5.620
*
```

Computed properties:
Molecular weight ... 1136.7 g/mol
E_tot ... -7308.20462 hartree
Energy above the lowest of the compared OMol25 structures with the same formula, charge and spin ... 141.9 kJ/mol